#w
# C5H5NO2

C5H5NO2 as an isolated structure (ωB97M-V with the def2-TZVPD basis set, the Open Molecules 2025 dataset).

Output
HOMO-LUMO gap in eV: 10.4
HOMO in eV: -9.752
Charge: 0

Geometry as XYZ:
```
13
C5H5NO2 (ωB97M-V with the def2-TZVPD basis set)
C 1.00 -0.35 0.37
C 0.66 1.06 -0.04
C -0.68 0.67 -0.13
C -2.04 0.62 -0.05
C -0.41 -0.75 0.08
H 2.37 -1.78 -0.38
H 1.25 -0.41 1.52
H 1.08 2.00 0.54
H 1.28 0.74 -1.13
H -2.80 1.41 -0.33
N -1.39 -1.53 0.03
O 2.13 -0.85 -0.34
O -2.45 -0.83 -0.14
```

---

#x
# C5H5NO2

One molecule with the formula C5H5NO2 (ωB97M-V with the def2-TZVPD basis set, the Open Molecules 2025 dataset).

Output
HOMO-LUMO gap in eV: 8.7
HOMO in eV: -8.963
Charge: 0

Geometry as XYZ:
```
13
C5H5NO2 (ωB97M-V with the def2-TZVPD basis set)
O -2.84 -0.39 0.02
C -1.63 0.14 0.02
O -1.58 1.54 0.17
N -0.16 2.09 -0.09
C 0.36 0.97 -0.28
C -0.38 -0.20 -0.27
C 0.98 -0.97 0.06
C 1.71 0.32 0.11
H -3.35 -1.35 -0.37
H 0.74 -1.60 0.97
H 1.32 -1.78 -0.66
H 2.36 0.65 0.93
H 2.47 0.58 -0.61
```

---

#y
# C5H5NO2

One molecule with the formula C5H5NO2 (ωB97M-V with the def2-TZVPD basis set, the Open Molecules 2025 dataset).

Output
HOMO-LUMO gap in eV: 9.4
HOMO in eV: -9.648
Charge: 0

Geometry as XYZ:
```
13
C5H5NO2 (ωB97M-V with the def2-TZVPD basis set)
C -1.14 -0.15 -1.57
C -0.23 0.16 -0.27
C -0.77 0.86 0.79
O 0.02 1.00 1.91
N 1.19 0.38 2.27
C 1.67 -0.23 1.19
C 1.02 -0.62 -0.13
O 1.24 -1.61 -0.81
H -1.49 -1.10 -1.47
H -0.64 -0.41 -2.76
H -1.94 0.78 -1.69
H -1.75 1.18 1.16
H 2.81 -0.24 1.38
```

---

Most stable pick: #y. Distance to second place: 0.0325 hartree.

---

#w
# C3H8NO2

A 3-piece molecular cluster, C3H8NO2 overall (ωB97M-V with the def2-TZVPD basis set, the Open Molecules 2025 dataset).

Output
HOMO-LUMO gap in eV: 7.0
HOMO in eV: -13.482
Charge: +1

Geometry as XYZ:
```
14
C3H8NO2 (ωB97M-V with the def2-TZVPD basis set)
C -0.35 0.47 0.35
C 0.33 0.22 -0.82
C -0.88 2.02 -1.22
O -0.21 2.41 -2.22
O -1.80 2.42 -0.63
N 1.07 -2.89 2.53
H -1.35 0.05 0.50
H -0.21 1.34 0.98
H 1.29 0.61 -1.17
H -0.20 -0.40 -1.56
H -0.59 2.98 -2.94
H 0.35 -2.46 1.94
H 1.80 -2.88 1.82
H 0.75 -3.88 2.43
```

---

#x
# C3H8NO2

A 2-piece molecular cluster, C3H8NO2 overall (ωB97M-V with the def2-TZVPD basis set, the Open Molecules 2025 dataset).

Output
HOMO-LUMO gap in eV: 9.4
HOMO in eV: -14.058
Charge: +1

Geometry as XYZ:
```
14
C3H8NO2 (ωB97M-V with the def2-TZVPD basis set)
C -1.46 -1.93 -0.39
C 3.27 1.43 0.23
C -1.75 -0.57 -0.15
N -0.88 0.32 0.22
O -1.28 1.62 0.25
O 2.05 1.27 0.25
H -2.15 -2.69 -0.05
H -1.45 -2.34 -1.38
H -0.51 -2.39 -0.07
H 4.02 0.67 -0.09
H 3.60 2.40 0.60
H -0.80 2.28 0.79
H 0.05 0.02 0.29
H -2.71 -0.09 -0.50
```

---

Most stable pick: #x. Distance to second place: 0.0234 hartree.